Molecular formula: C9H14O
Method: DFT, wB97M-V/def2-TZVPD

Computed properties:
Energy: -11604.2004 eV
Frontier orbital gap: 9.544 eV
Total charge: 0
E_HOMO: -8.7 eV
Energy above the lowest of the compared OMol25 structures with the same formula, charge and spin: 331.6 kJ/mol

Last column: natural (NBO) charge in e.
Element x y z (Å)
C: -1.834425 3.357024 -1.250613  -0.62
C: -0.749006 3.945181 -0.394538  -0.61
H: -1.808252 3.803065 -2.218494  0.21
H: -1.777164 2.370794 -1.358549  0.21
H: -2.832382 3.209987 -0.837264  0.21
H: -0.132394 3.418567 0.264795  0.21
H: -1.228429 4.724170 0.127309  0.20
H: -0.033540 4.455489 -1.099536  0.20
C: 1.048533 0.242578 2.522202  -0.65
C: 0.995588 -0.880934 -1.041475  -0.22
C: 0.078621 -1.855675 -0.811402  0.26
C: 1.386275 -0.190336 0.199466  -0.16
C: 0.528601 -0.365436 1.328779  -0.08
C: -0.828048 -1.936846 0.183695  -0.27
C: -0.591944 -1.177855 1.295536  -0.18
O: 0.319504 -2.772099 -1.794589  -0.69
H: 1.627713 -0.749833 -1.910723  0.23
H: 2.256187 0.413324 0.398132  0.21
H: -1.391511 -2.886859 0.195331  0.22
H: -0.311308 -2.793707 -2.414098  0.47
H: 1.101330 1.236100 2.819198  0.23
H: 2.158278 0.047388 2.738972  0.21
H: -1.182943 -1.394838 2.136610  0.21
H: 0.793232 -0.503061 3.325115  0.22

Forces on the atoms, in the same order (eV/Å):
C -0.632 1.099 0.819
C 0.273 2.013 -2.175
H -0.560 0.361 -0.594
H 1.590 -4.467 -1.172
H -0.403 1.668 0.387
H 0.374 -1.550 0.958
H -0.121 1.235 1.052
H -0.507 -0.389 0.734
C 2.746 -3.486 4.070
C 2.881 3.696 4.886
C 0.958 0.437 -3.298
C -3.081 -1.484 -1.550
C 1.424 0.833 -2.612
C -0.139 -2.274 0.136
C 0.568 0.427 -0.289
O 2.380 -2.004 2.581
H -0.332 -0.539 -0.077
H 0.193 0.164 -0.645
H -0.233 0.894 0.172
H -3.927 -0.338 -3.596
H -1.402 2.039 0.199
H -0.744 -0.063 -1.433
H -0.572 0.236 1.234
H -0.732 1.493 0.213